7 unconnected molecules or ions with the total composition C66H147N5OP, computed with ωB97M-V with the def2-TZVPD basis set.

Results
- HOMO energy (eV) = -16.406
- lowest unoccupied orbital energy (hartree) = -0.32346
- energy relative to the best compared isomer or geometry (same formula, charge and spin) (kJ/mol) = 189.9
- total energy (hartree) = -3291.38817
- molar mass (g/mol) = 1057.910
- HOMO-LUMO gap (Eh) = 0.27945
- strongest force on any atom (eV Å⁻¹) = 3.83

Structure (ORCA input):
```
! RIJCOSX wB97M-V def2-TZVPD def2/J DEFGRID3
* xyz 5 1
C 20.2348 -2.9411 11.0145
O 21.1689 -3.2856 10.0195
H 19.2313 -2.9855 10.5914
H 20.2286 -3.6347 11.8554
H 20.1357 -1.9437 11.4428
C 13.4168 -8.7729 10.1853
C 12.4104 -8.2788 11.1951
C 12.9080 -7.1633 12.0455
C 14.0640 -7.5063 13.0627
P 14.7808 -6.1856 14.0613
C 16.2571 -5.5817 13.1424
C 16.0153 -4.4994 12.0035
C 16.7333 -4.9963 10.7536
C 15.7683 -5.6761 9.7095
C 13.6684 -4.8136 14.5147
C 12.9180 -4.9171 15.8864
C 11.6261 -4.0214 15.7870
C 10.5511 -4.8544 15.2212
C 15.3398 -6.9768 15.6241
C 16.2905 -6.2144 16.6666
C 16.7892 -7.1906 17.8176
C 15.6876 -7.5284 18.8263
H 13.5599 -8.1357 9.3126
H 13.0192 -9.7403 9.8787
H 14.3827 -8.9551 10.6565
H 12.1693 -9.1126 11.8545
H 11.5042 -8.1219 10.6101
H 12.0411 -6.8018 12.5987
H 13.3862 -6.3725 11.4675
H 14.8907 -7.9436 12.5029
H 13.6493 -8.2073 13.7870
H 16.6813 -6.5242 12.7963
H 16.9989 -5.1339 13.8037
H 16.2626 -3.4904 12.3332
H 14.9479 -4.2981 11.9122
H 17.6014 -5.6282 10.9411
H 17.1727 -4.0667 10.3918
H 16.0063 -5.4490 8.6704
H 14.7526 -5.2853 9.6483
H 15.6841 -6.7494 9.8798
H 13.0232 -4.5983 13.6630
H 14.2750 -3.9118 14.5973
H 13.5313 -4.6760 16.7546
H 12.4835 -5.8919 16.1075
H 11.7804 -3.1538 15.1455
H 11.4961 -3.5629 16.7673
H 10.2290 -5.5963 15.9518
H 10.7872 -5.3268 14.2677
H 9.6882 -4.2454 14.9519
H 15.8402 -7.9008 15.3346
H 14.5176 -7.3872 16.2103
H 15.7008 -5.4466 17.1675
H 17.2222 -5.8092 16.2719
H 17.6373 -6.7446 18.3371
H 17.2595 -8.1084 17.4647
H 16.0181 -8.1656 19.6466
H 14.9256 -8.1321 18.3334
H 15.1963 -6.6581 19.2613
C 19.8994 -6.9322 12.5472
C 21.1316 -7.7615 12.4801
C 22.4130 -7.0041 13.0076
C 22.8289 -5.7474 12.2065
N 24.1849 -5.0657 12.7831
C 24.5177 -3.7577 12.0991
C 24.8152 -4.0564 10.6144
C 25.5323 -5.3733 10.7026
C 25.3838 -5.8540 12.2296
C 24.1070 -4.8818 14.3104
H 19.6853 -6.8042 13.6083
H 19.1165 -7.4743 12.0167
H 19.9899 -5.9479 12.0879
H 21.2298 -8.1065 11.4508
H 21.0112 -8.6526 13.0961
H 23.1790 -7.7789 12.9742
H 22.3268 -6.6496 14.0347
H 22.0613 -4.9839 12.3327
H 22.9735 -6.0008 11.1562
H 25.3234 -3.3500 12.7095
H 23.6507 -3.1144 12.2495
H 25.3078 -3.1743 10.2052
H 23.8755 -4.2161 10.0856
H 26.5966 -5.2802 10.4863
H 25.1389 -6.1895 10.0968
H 26.2450 -5.5697 12.8342
H 25.0693 -6.8958 12.2911
H 24.3527 -5.8723 14.6933
H 23.1307 -4.5182 14.6311
H 24.8615 -4.1774 14.6605
C 17.5953 -2.0526 8.0289
C 16.2128 -2.6718 7.9160
C 15.0684 -1.6833 7.8319
C 13.7030 -2.2803 7.5159
N 12.6314 -1.1761 7.1403
C 13.0458 -0.3822 5.8855
C 11.7525 -0.0675 5.1819
C 10.8865 -1.2650 5.5085
C 11.2322 -1.7547 6.8475
C 12.5578 -0.1240 8.3540
H 17.7343 -1.5552 7.0690
H 18.4661 -2.6997 8.1337
H 17.6969 -1.3014 8.8121
H 16.0802 -3.2584 8.8251
H 16.2992 -3.4531 7.1608
H 15.3926 -0.9433 7.1001
H 15.0222 -1.1314 8.7707
H 13.2997 -2.8560 8.3489
H 13.8471 -2.8484 6.5968
H 13.6875 0.4561 6.1567
H 13.6982 -0.9500 5.2221
H 11.4065 0.9083 5.5229
H 11.7903 0.0600 4.1000
H 9.8633 -0.8894 5.5162
H 11.0077 -2.0250 4.7365
H 10.5426 -1.4362 7.6292
H 11.4136 -2.8296 6.8482
H 13.4316 0.5185 8.2455
H 12.6968 -0.7869 9.2080
H 11.5565 0.3046 8.3969
C 27.5613 -0.0072 5.8450
C 26.1601 -0.7772 5.6777
C 24.9439 0.0513 6.1789
C 23.5563 -0.7196 6.2865
N 22.5625 -0.5572 7.4900
C 21.2416 -1.2324 7.0764
C 20.3963 -0.2453 6.3026
C 21.0499 1.1478 6.4544
C 22.1236 0.9427 7.5601
C 23.2904 -1.0027 8.7755
H 27.6158 0.9628 5.3507
H 28.3454 -0.4999 5.2701
H 27.7357 0.2201 6.8967
H 26.2117 -1.7124 6.2353
H 25.9193 -1.1507 4.6824
H 24.7800 0.8712 5.4796
H 25.1577 0.5612 7.1183
H 23.7853 -1.7843 6.2410
H 22.9048 -0.5062 5.4391
H 20.7671 -1.4635 8.0301
H 21.4861 -2.2256 6.6998
H 19.4223 -0.1112 6.7731
H 20.2062 -0.6058 5.2917
H 20.3413 1.9270 6.7350
H 21.5367 1.5014 5.5455
H 21.6252 1.0308 8.5254
H 22.8804 1.7129 7.7086
H 23.3766 -2.0855 8.6845
H 22.6877 -0.7720 9.6539
H 24.2920 -0.5750 8.8192
C 23.0202 -9.0821 4.2470
C 21.9845 -8.0309 3.8528
C 21.8033 -6.7929 4.7815
C 21.6515 -7.2351 6.2418
N 21.4046 -5.9956 7.2310
C 21.1993 -6.5724 8.6709
C 19.7453 -6.3741 9.0893
C 18.9821 -6.1963 7.7731
C 19.9746 -5.3719 7.0274
C 22.5465 -5.0061 7.1261
C 23.9966 -5.5851 7.1896
C 25.0227 -4.4742 6.9108
H 24.0576 -8.8695 3.9887
H 22.7618 -10.0471 3.8110
H 22.9962 -9.3287 5.3085
H 21.1078 -8.6632 3.9930
H 22.1378 -7.8229 2.7939
H 20.9928 -6.1770 4.3920
H 22.6870 -6.1548 4.7827
H 22.4666 -7.8283 6.6564
H 20.7702 -7.8763 6.2575
H 21.8653 -6.1563 9.4268
H 21.4302 -7.6370 8.7079
H 19.7374 -5.5236 9.7710
H 19.3832 -7.2074 9.6915
H 18.0987 -5.5878 7.9666
H 18.7316 -7.1310 7.2714
H 20.0059 -4.4221 7.5612
H 19.8122 -5.0838 5.9888
H 22.4125 -4.4431 8.0498
H 22.3335 -4.4116 6.2377
H 24.0659 -6.3235 6.3908
H 24.1260 -6.2264 8.0614
H 24.8256 -3.9277 5.9886
H 25.9600 -5.0039 6.7404
H 25.0667 -3.8778 7.8221
C 20.8267 0.1365 17.0316
C 20.7540 -0.2039 15.5726
C 19.8433 0.7678 14.8046
C 20.1299 0.5567 13.3402
N 19.2985 1.5618 12.3780
C 19.7938 3.0314 12.6068
C 19.7271 3.7084 11.2672
C 19.3519 2.7155 10.2121
C 19.6664 1.3604 10.8856
C 17.7479 1.4076 12.5429
C 17.0095 0.0734 12.3026
C 15.5794 0.2070 12.0452
H 19.8839 -0.0342 17.5513
H 20.9373 1.2119 17.1702
H 21.6634 -0.2913 17.5840
H 20.4966 -1.2306 15.3121
H 21.7869 -0.0016 15.2895
H 20.0035 1.8131 15.0687
H 18.7824 0.6129 15.0012
H 19.7390 -0.4061 13.0111
H 21.1668 0.7489 13.0645
H 19.1522 3.4333 13.3909
H 20.8313 3.0929 12.9351
H 18.9276 4.4410 11.3780
H 20.5798 4.3185 10.9693
H 18.2863 2.8685 10.0411
H 19.8818 2.6510 9.2617
H 19.1368 0.5215 10.4342
H 20.7459 1.2307 10.9629
H 17.3153 2.1942 11.9247
H 17.5383 1.7738 13.5479
H 17.2562 -0.6289 13.0988
H 17.4757 -0.3918 11.4341
H 15.2252 1.0034 12.6997
H 14.9751 -0.6928 12.1601
H 15.4859 0.6262 11.0434
*
```

***

12 unconnected molecules or ions with the total composition C66H151N5O12, computed with ωB97M-V with the def2-TZVPD basis set.

Results
- HOMO energy (eV) = -8.133
- lowest unoccupied orbital energy (hartree) = 0.01563
- energy relative to the best compared isomer or geometry (same formula, charge and spin) (kJ/mol) = 77.8
- total energy (hartree) = -3781.68585
- SMILES = CC1(C)CCCC(C)(C)N1O.CC1(C)CCCC(C)(C)N1O.CC1(C)CCCC(C)(C)N1O.CC1(C)CCCC(C)(C)N1O.CC1(C)CCCC(C)(C)N1O.CC(C)O.CC(C)O.CC(C)O.CC(C)O.CC(C)O.CC(C)O.CC(C)O
- molar mass (g/mol) = 1206.957
- HOMO-LUMO gap (Eh) = 0.31450
- strongest force on any atom (eV Å⁻¹) = 3.25

Structure (ORCA input):
```
! RIJCOSX wB97M-V def2-TZVPD def2/J DEFGRID3
* xyz 0 1
C 20.2180 20.9617 12.8546
C 20.4851 21.9280 14.0619
C 20.6559 20.9910 15.2847
C 21.7677 22.7522 13.8599
C 21.6027 23.8701 12.8491
C 20.6217 24.8298 13.4470
C 19.2670 24.1110 13.5290
C 18.2610 24.9881 14.2522
C 18.6416 23.8179 12.1613
N 19.4600 22.9239 14.4137
O 18.2031 22.2858 14.4330
H 19.8785 21.4805 12.0052
H 21.1282 20.4164 12.6910
H 19.4498 20.2672 13.1266
H 19.7629 20.4312 15.5013
H 21.4648 20.2615 14.9449
H 20.9207 21.6996 16.0761
H 21.9243 23.1617 14.8435
H 22.5989 22.1224 13.7141
H 22.5403 24.2973 12.6356
H 21.3089 23.3933 11.9134
H 20.5053 25.6849 12.7820
H 20.9591 25.1694 14.4438
H 18.5032 24.9980 15.3079
H 17.2566 24.5916 14.1474
H 18.3007 25.9923 13.7932
H 17.6579 23.3971 12.3206
H 19.1984 23.0816 11.5906
H 18.6311 24.7187 11.5925
H 17.6707 22.6018 15.2091
C 20.2956 16.0742 19.3462
C 20.4229 16.4160 17.8813
C 19.6132 17.7536 17.7314
C 21.8420 16.7633 17.4997
C 22.6917 15.5279 17.3867
C 21.9959 14.6165 16.3290
C 20.5887 14.2074 16.7175
C 20.0119 13.4722 15.5471
C 20.5242 13.2414 17.8894
N 19.8934 15.4889 16.9098
O 18.5103 15.2629 17.1799
H 20.5376 17.0597 19.8125
H 19.2411 15.9006 19.6435
H 20.9674 15.2915 19.7822
H 19.6332 18.0305 16.7043
H 18.5951 17.5652 18.1499
H 20.0966 18.5222 18.3016
H 21.8210 17.3637 16.5679
H 22.2132 17.4155 18.2412
H 23.7362 15.7562 17.1481
H 22.6864 15.0643 18.3481
H 22.5384 13.7008 16.1533
H 21.9772 15.1758 15.3988
H 19.0422 12.9738 15.7974
H 20.6572 12.6030 15.3413
H 20.0206 14.1097 14.6553
H 19.5987 13.2717 18.4815
H 21.2938 13.2782 18.6559
H 20.5166 12.2216 17.4870
H 18.0738 15.3632 16.2770
C 16.9302 19.3200 9.1691
C 15.7692 19.9529 9.9915
C 14.7793 18.8681 10.3717
C 16.3835 20.6660 11.1535
C 15.3798 21.4499 12.0392
C 14.7064 22.4464 11.0731
C 14.1138 21.8550 9.8350
C 12.7782 21.1929 10.0977
C 13.7479 22.9906 8.8269
N 15.1698 21.0146 9.1763
O 14.4602 20.3995 8.0918
H 17.5865 18.7870 9.8643
H 16.5977 18.6290 8.4017
H 17.4918 20.1376 8.6721
H 13.9019 19.2158 10.9410
H 14.4437 18.2594 9.5247
H 15.3193 18.1610 11.0648
H 16.9486 20.0036 11.8093
H 17.1546 21.2988 10.6659
H 14.6747 20.7730 12.4630
H 15.9373 21.9550 12.8357
H 15.4230 23.1365 10.6567
H 13.9956 23.0342 11.5611
H 12.7674 20.4957 10.9226
H 12.4041 20.6705 9.2120
H 11.9783 21.9224 10.3096
H 14.5850 23.4723 8.3208
H 13.2544 23.7502 9.4295
H 13.1774 22.6612 7.9820
H 15.1316 20.3590 7.4404
C 15.0365 21.5847 16.5396
C 15.7193 21.7260 17.8665
C 14.6881 21.9832 18.9301
C 16.3981 20.3430 18.1309
C 17.3234 20.3535 19.3574
C 18.3996 21.4226 19.0208
C 17.8054 22.8123 18.8015
C 17.3294 23.5149 20.1259
C 18.9260 23.6437 18.1989
N 16.8172 22.7297 17.7202
O 16.1521 24.0210 17.6444
H 15.7379 21.1760 15.8049
H 14.2890 20.8526 16.7063
H 14.5451 22.4900 16.1992
H 15.1066 21.8712 19.9059
H 14.3023 23.0023 18.9336
H 13.8632 21.2886 18.7708
H 15.5984 19.6226 18.2506
H 16.9732 20.0590 17.2485
H 16.9172 20.7196 20.3017
H 17.7527 19.3716 19.6251
H 18.9580 21.1558 18.1363
H 19.0518 21.6209 19.8610
H 16.3577 23.8854 20.0319
H 18.0650 24.2963 20.3119
H 17.3834 22.8532 20.9888
H 19.0500 23.3609 17.1569
H 19.8976 23.4869 18.7236
H 18.6346 24.7045 18.2604
H 16.4750 24.3790 16.7770
C 15.5579 14.3794 15.0921
C 15.8011 15.7386 14.5197
C 15.0506 15.7579 13.1356
C 15.1674 16.7870 15.3807
C 15.6613 18.1843 15.0425
C 17.2054 18.1951 14.9087
C 17.8012 17.1477 13.9577
C 17.5700 17.4264 12.4483
C 19.3019 17.1472 14.1618
N 17.2738 15.9060 14.4448
O 17.8116 14.8765 13.6131
H 16.4478 14.1562 15.7096
H 14.6353 14.2473 15.7062
H 15.5661 13.5751 14.3714
H 14.7620 16.7416 12.7712
H 15.5399 15.2073 12.3357
H 14.0722 15.3667 13.3801
H 14.0632 16.8013 15.2399
H 15.4550 16.5443 16.4609
H 15.1791 18.4868 14.0990
H 15.2726 18.8701 15.8179
H 17.6629 18.0059 15.8616
H 17.5589 19.2310 14.6259
H 18.2045 18.2853 12.2475
H 16.5515 17.6298 12.1925
H 17.9318 16.6320 11.7548
H 19.4515 16.6682 15.1177
H 19.6247 18.2112 14.1767
H 19.8812 16.5861 13.4621
H 17.3639 14.9584 12.7530
C 21.7204 17.3667 11.7451
C 21.1581 17.0915 10.4106
C 20.3813 18.1790 9.6858
O 22.2337 16.5712 9.5790
H 21.1428 18.1918 12.2185
H 22.7435 17.7032 11.4707
H 21.8288 16.4387 12.3088
H 20.4362 16.2388 10.4907
H 19.8202 18.7098 10.4345
H 19.7160 17.8662 8.8908
H 21.1037 18.8344 9.2618
H 22.9785 17.1731 9.5539
C 14.9034 12.2510 19.6900
C 15.4078 13.3126 18.7076
C 15.2509 14.7217 19.2153
O 16.8743 13.0622 18.5014
H 15.3036 12.4396 20.6733
H 15.3415 11.2900 19.3887
H 13.7842 12.1273 19.7247
H 14.8945 13.2667 17.7535
H 15.5639 14.7444 20.2529
H 14.2088 15.0837 19.1141
H 15.8904 15.4518 18.7042
H 17.2559 13.7501 17.9763
C 11.5910 17.7241 12.9583
C 11.1570 17.5344 14.4158
C 9.6260 17.6241 14.5863
O 11.6285 16.3125 14.9429
H 11.2844 18.6913 12.5567
H 11.1209 17.0211 12.2612
H 12.6853 17.5967 12.8717
H 11.5841 18.3010 15.0574
H 9.1187 16.9010 13.9274
H 9.2368 18.6250 14.4172
H 9.4015 17.3614 15.6255
H 11.7042 15.5658 14.3172
C 12.9636 17.4072 18.5079
C 12.0187 16.2373 18.7222
C 10.5765 16.6749 19.0008
O 12.1178 15.3510 17.6183
H 12.6640 18.0888 17.7009
H 13.9739 17.0395 18.3160
H 13.0125 17.9313 19.4816
H 12.4423 15.6155 19.5286
H 9.8888 15.8419 18.9934
H 10.2689 17.4013 18.2014
H 10.5456 17.0744 20.0592
H 11.8244 15.7982 16.8487
C 14.0812 10.7670 11.7572
C 12.8837 10.8280 10.7463
C 13.0695 11.6111 9.4409
O 12.3744 9.5237 10.4661
H 13.6478 10.4464 12.7327
H 14.5180 11.7743 11.9244
H 14.9250 10.0661 11.5183
H 12.0617 11.2980 11.2869
H 13.9541 11.1917 8.8812
H 13.2015 12.6330 9.7524
H 12.2192 11.5932 8.7806
H 13.0015 9.0348 9.9228
C 10.3135 13.2493 15.7449
C 11.8024 13.0327 15.4278
C 12.3314 11.6745 15.6643
O 12.0733 13.4498 14.0998
H 10.0799 14.3142 15.5847
H 9.9086 12.9082 16.7131
H 9.7720 12.7234 14.9247
H 12.3529 13.7335 16.0285
H 11.7863 10.9207 15.1109
H 12.1900 11.2372 16.6913
H 13.3959 11.5603 15.3990
H 11.4455 13.1741 13.4253
C 17.4530 12.7461 8.6716
C 17.3306 14.1428 9.2760
C 16.2669 14.9799 8.6309
O 17.0366 14.0960 10.6929
H 17.7720 12.9413 7.6499
H 16.4872 12.1989 8.7003
H 18.2605 12.1363 9.1069
H 18.3323 14.5950 9.0695
H 16.4862 15.1260 7.5734
H 16.2996 15.9337 9.1425
H 15.2560 14.6881 8.8627
H 17.5315 13.3395 11.0756
*
```